A cluster of 2 separate species, C13H23N4O4 in total at a distorted geometry. Source: the OMol25 dataset; level of theory: ωB97M-V/def2-TZVPD.

Calculated values
LUMO energy	-3.963	eV
E	-27990.2403	eV
largest force on an atom	7.23	eV/Å
HOMO energy	-11.885	eV

The geometry in ORCA input format:
```
! RIJCOSX wB97M-V def2-TZVPD def2/J DEFGRID3
* xyz 1 1
C 7.22902 -2.07364 -0.19143
C 5.93453 -1.30436 0.39932
O 5.74026 -1.38530 1.63851
N 5.07581 -0.61553 -0.57692
C 4.42978 0.61122 -0.02632
C 3.03932 0.89655 -0.80853
C 1.73329 0.54080 0.09979
C 0.46680 1.45630 -0.28368
N -0.70909 0.60099 -0.63208
C -1.43660 0.89114 -1.85224
C -2.57891 -0.13185 -1.99526
N -2.34171 -0.92800 -0.79891
O -3.20677 -1.97415 -0.66427
N -3.03733 -2.72188 -1.83261
O -3.49596 -3.79939 -1.69586
C -1.26388 -0.52798 0.06199
C -0.77993 -1.19501 1.42166
H 7.92663 -1.34805 -0.75502
H 7.77724 -2.57719 0.69031
H 6.90754 -2.86333 -0.95164
H 4.41540 -1.24457 -1.05066
H 4.28149 0.61480 1.10540
H 5.11835 1.50451 -0.26700
H 3.03686 0.24587 -1.75877
H 2.95742 2.00451 -1.06975
H 1.46130 -0.55351 -0.13072
H 1.97894 0.58719 1.21310
H 0.75743 2.01628 -1.25439
H 0.20842 2.26480 0.47900
H -1.20507 1.71678 -2.59605
H -3.37232 -0.23103 -2.79977
H -0.02497 -0.52287 1.98015
H -1.65624 -1.35183 2.16122
H -0.32590 -2.24229 1.24331
C -6.01909 2.53258 1.36968
C -5.07407 1.54081 0.74758
O -4.22109 1.89483 -0.05071
C -5.22404 0.09774 1.14984
H -5.79680 3.53193 0.98954
H -7.04873 2.27956 1.10789
H -5.89428 2.53494 2.45464
H -6.21853 -0.26234 0.87845
H -5.06439 -0.00679 2.22519
H -4.48016 -0.50320 0.62606
*
```

=====

A cluster of 3 separate species, C13H23NO9PS in total at a distorted geometry. Source: the OMol25 dataset; level of theory: ωB97M-V/def2-TZVPD.

Calculated values
LUMO energy	-5.364	eV
relative energy (zero: lowest compared OMol25 entry of this formula, charge and spin)	0.00	kcal/mol
E	-53885.5926	eV
largest force on an atom	6.33	eV/Å
HOMO energy	-13.102	eV

The geometry in ORCA input format:
```
! RIJCOSX wB97M-V def2-TZVPD def2/J DEFGRID3
* xyz 1 1
C 3.37185 -0.35765 -1.00387
C 3.29421 1.10350 -0.35090
O 4.38180 1.69284 -0.10353
O 2.01371 1.69758 -0.02405
C 1.49200 2.45069 -1.12803
O 2.28742 3.11312 -1.85034
C -0.11101 2.48005 -1.41583
P -0.53781 0.78455 -2.18280
N -2.09627 0.15117 -1.67163
C -1.97930 -0.19324 -0.39202
S -2.15811 -0.98990 1.04177
H 3.37056 -0.20506 -2.14724
H 2.44060 -0.95475 -0.67844
H 4.28622 -0.96915 -0.65434
H -0.27138 3.32990 -2.18704
H -0.70579 2.71112 -0.46696
H -0.66478 1.03119 -3.60673
H 0.56055 -0.11884 -2.02878
C -5.50708 3.88546 3.98799
C -4.91435 4.12895 2.61324
O -3.69080 4.87056 2.70995
C -2.60521 4.15697 3.04760
O -2.57270 2.96659 3.26378
O -1.56028 4.99865 3.12834
C -0.34861 4.37906 3.55802
H -5.61384 4.82693 4.53300
H -6.48616 3.40819 3.90802
H -4.85901 3.24255 4.58837
H -5.60404 4.73629 2.02214
H -4.76114 3.19301 2.06809
H -0.11104 3.50461 2.94774
H -0.42587 4.10275 4.61174
H 0.45745 5.10545 3.44787
C -0.28737 -5.45901 -1.35622
C 0.30060 -5.19680 -2.72829
O 1.51706 -4.44738 -2.61777
C 2.61029 -5.15636 -2.28657
O 2.65429 -6.34551 -2.08895
O 3.64397 -4.30283 -2.18780
C 4.86270 -4.91471 -1.76284
H -0.39881 -4.52326 -0.80059
H -1.26380 -5.94136 -1.43810
H 0.36518 -6.10367 -0.76290
H -0.39358 -4.58699 -3.31222
H 0.45952 -6.12426 -3.28500
H 5.11365 -5.77501 -2.38647
H 4.78444 -5.20962 -0.71407
H 5.66006 -4.17639 -1.85734
*
```

=====

A structure of composition C13H24Br2N2O6V at a distorted geometry. Source: the OMol25 dataset; level of theory: ωB97M-V/def2-TZVPD.

Calculated values
LUMO energy (alpha / beta)	-2.064 / -1.837	eV
E	-194909.2779	eV
largest force on an atom	4.19	eV/Å
HOMO energy (alpha / beta)	-9.715 / -9.715	eV

The geometry in ORCA input format:
```
! RIJCOSX wB97M-V def2-TZVPD def2/J DEFGRID3
* xyz 0 2
O 3.39899 -2.09967 -2.55765
V 2.33552 -1.17514 -1.91104
C -0.38128 0.07639 -4.83029
C 0.71425 -0.56093 -4.00576
O 0.46965 -1.38364 -3.06734
O 1.91817 -0.22793 -4.14001
H 0.02487 0.56155 -5.70962
H -0.97052 0.76447 -4.22773
H -1.04841 -0.74178 -5.11233
C -0.13554 -2.55191 1.03417
C 0.79950 -1.93082 0.06505
O 0.72010 -0.73346 -0.32213
O 1.69062 -2.63543 -0.53079
H -0.84389 -1.85668 1.46928
H 0.40832 -3.11465 1.79274
H -0.64883 -3.32339 0.45558
C 1.62088 -1.23518 3.73002
O 2.71728 -1.76464 3.75841
N 1.40966 0.04101 3.35081
C 0.06353 0.59111 3.35811
C 2.48523 1.01998 3.22616
H 0.70681 -1.78010 4.00666
H -0.13003 1.18557 4.25500
H -0.66289 -0.22310 3.33638
H -0.10149 1.20019 2.47110
H 3.38778 0.40267 3.25171
H 2.50154 1.41410 2.21202
H 2.46299 1.76254 4.01468
C -1.56152 3.00613 0.79722
C -0.58916 2.90211 -0.34887
C 0.89982 2.66306 0.02134
C 1.40511 3.60841 0.99690
N 1.76547 4.34576 1.79652
H -2.56679 3.15169 0.40026
H -1.34743 3.82552 1.48966
H -1.59646 2.11646 1.43165
H -0.60743 3.83017 -0.92348
H -0.94948 2.08919 -0.98260
H 1.44381 2.77313 -0.91893
H 1.04009 1.64034 0.37856
Br -4.27661 -3.60915 -2.50301
C -2.69984 -2.94420 -1.52351
C -2.49994 -1.48161 -1.79313
Br -3.98304 -0.36807 -1.12644
H -1.88037 -3.53478 -1.93612
H -2.79119 -3.25903 -0.48906
H -2.51768 -1.28779 -2.85672
H -1.60021 -1.14846 -1.28341
*
```

=====

A structure of composition C13H24Br2NO2 at a distorted geometry. Source: the OMol25 dataset; level of theory: ωB97M-V/def2-TZVPD.

Calculated values
LUMO energy	-3.706	eV
relative energy (zero: lowest compared OMol25 entry of this formula, charge and spin)	212.21	kcal/mol
E	-159523.7030	eV
largest force on an atom	10.13	eV/Å
HOMO energy	-12.880	eV

The geometry in ORCA input format:
```
! RIJCOSX wB97M-V def2-TZVPD def2/J DEFGRID3
* xyz 1 1
C -0.03329 -0.79021 -2.41445
C 0.36504 0.24319 -1.51286
C 0.36306 1.17222 -0.12896
O -0.76791 1.06115 0.79954
C -1.96696 1.76757 0.33427
C -2.95087 0.90979 -0.65690
C -3.90357 -0.19531 0.09046
C -3.23246 -0.92844 1.39355
C 0.97739 2.63535 -0.53599
C 2.57782 2.79495 -0.09783
C 2.88805 1.27403 0.51544
N 1.51267 0.62686 0.74501
C 1.44607 -0.83986 1.10739
Br 1.38667 -0.96132 3.14257
C 2.73846 -1.73495 0.64628
C 2.75145 -2.12860 -0.96535
Br 2.53737 -3.52082 1.61269
H -0.49123 -1.60202 -3.16035
H -1.77775 2.80290 -0.17632
H -2.60990 2.00455 1.31202
H -2.41912 0.37474 -1.55116
H -3.69324 1.70361 -1.15063
H -4.10175 -1.05639 -0.71212
H -4.97644 0.20381 0.38387
H -2.75016 -0.18168 2.17907
H -2.33511 -1.63415 1.04964
H -4.00140 -1.59235 1.97611
H 0.83476 2.83524 -1.70412
H 0.42915 3.42835 0.13006
H 3.29170 2.91303 -1.04395
H 2.76331 3.65785 0.70481
H 3.25797 1.42458 1.64010
H 3.63375 0.75903 -0.22488
H 1.25383 1.08157 1.67269
H 0.45178 -1.38342 0.75322
H 3.78337 -1.31722 1.02758
H 3.76530 -2.73271 -1.12871
H 1.88679 -2.90089 -1.24945
H 2.74469 -1.20188 -1.68016
O -2.19222 -2.96279 -0.80036
H -1.70796 -3.76123 -1.05902
H -1.72914 -2.24816 -1.26279
*
```

=====

A structure of composition C13H24Cl2NNiO4P2 at a distorted geometry. Source: the OMol25 dataset; level of theory: ωB97M-V/def2-TZVPD.

Calculated values
LUMO energy (alpha / beta)	-2.464 / -4.426	eV
relative energy (zero: lowest compared OMol25 entry of this formula, charge and spin)	5.32	kcal/mol
E	-108210.1589	eV
largest force on an atom	2.19	eV/Å
HOMO energy (alpha / beta)	-9.645 / -10.860	eV

The geometry in ORCA input format:
```
! RIJCOSX wB97M-V def2-TZVPD def2/J DEFGRID3
* xyz 1 3
Ni -0.13623 -0.19815 0.12022
P 1.83265 -1.03134 0.68614
C 2.11123 -1.66446 -0.95743
C 1.01414 -1.83377 -1.85055
N -0.19769 -1.34755 -1.34276
C -1.38922 -1.70018 -1.87339
C -1.47294 -2.48542 -3.01735
C -0.27470 -2.85940 -3.64156
C 0.96622 -2.47475 -3.12448
C -2.65350 -1.09312 -1.30374
P -2.21757 0.37388 -0.29084
H 1.91707 -2.73584 -3.61626
H -2.48147 -2.68667 -3.40410
H -0.35390 -3.51149 -4.51493
H -3.23998 -0.75075 -2.16371
H -3.26869 -1.75774 -0.67452
H 3.76728 2.77121 -2.42352
H 3.11744 -1.79213 -1.36298
H 0.62742 2.75693 -0.50069
O 2.78981 2.75752 -2.39813
H 2.36791 2.51906 -3.25419
H 0.19433 1.85267 1.91771
O 0.34366 3.31553 0.21879
H 1.11216 3.92454 0.37170
C -2.37668 1.82682 -1.34311
H -3.37012 1.87353 -1.79312
H -2.22117 2.71270 -0.72186
H -1.61787 1.81714 -2.12791
C -3.44275 0.64488 1.01125
H -3.11940 1.41830 1.72312
H -4.38494 0.96862 0.54641
H -3.60142 -0.30161 1.54325
C 1.88661 -2.51087 1.79656
H 2.93199 -2.68559 2.12390
H 1.22891 -2.38921 2.68033
H 1.53960 -3.34906 1.16420
C 3.04968 0.17785 1.35286
H 2.71469 0.67567 2.27446
H 4.00210 -0.30450 1.60413
H 3.23393 0.96452 0.61254
Cl 1.55870 2.20891 4.22448
C -0.12225 1.49459 4.21806
Cl -1.43567 2.75540 3.90755
C -0.20151 0.42419 3.15268
O -0.20520 -0.76439 3.36678
O -0.19425 0.95404 1.88285
H -0.32844 1.03948 5.20117
*
```

=====

A cluster of 5 separate species, C13H24Cl6O6 in total at a distorted geometry. Source: the OMol25 dataset; level of theory: ωB97M-V/def2-TZVPD.

Calculated values
LUMO energy	0.536	eV
E	-101290.6252	eV
SMILES string	CCOC(=O)OC.O=C1OCCO1.ClCCCl.ClCCCl.ClCCCl
largest force on an atom	2.13	eV/Å
HOMO energy	-10.762	eV

The geometry in ORCA input format:
```
! RIJCOSX wB97M-V def2-TZVPD def2/J DEFGRID3
* xyz 0 1
C -22.81422 24.14553 -12.71420
C -21.77634 24.19414 -11.61365
O -21.64475 25.42190 -10.94142
C -20.94409 26.36423 -11.55993
O -20.47913 26.29161 -12.66593
O -20.88449 27.41406 -10.73605
C -20.23899 28.55057 -11.27099
H -23.83290 24.39236 -12.39770
H -22.89046 23.13328 -13.11569
H -22.60528 24.82285 -13.54203
H -20.83518 23.88479 -12.08278
H -21.91797 23.37762 -10.90688
H -20.61091 29.42996 -10.75083
H -20.45001 28.71330 -12.32883
H -19.15796 28.48430 -11.15745
O -25.29014 19.11776 -6.15749
C -25.35201 20.27331 -6.40844
O -25.42447 20.77198 -7.67809
C -25.44290 22.18682 -7.63771
C -25.11984 22.50604 -6.17412
O -25.38721 21.28029 -5.51576
H -24.68073 22.61733 -8.28449
H -26.43655 22.57329 -7.87543
H -25.72852 23.31026 -5.76627
H -24.07255 22.80818 -6.07341
Cl -21.64361 20.49007 -6.18285
C -20.66994 20.50046 -7.68146
C -21.26454 21.52467 -8.62344
Cl -20.84397 23.19884 -8.14965
H -20.65214 19.48941 -8.07284
H -19.62973 20.77582 -7.51433
H -22.34446 21.45332 -8.74193
H -20.90778 21.36229 -9.64340
Cl -18.30647 21.41776 -2.50336
C -18.36372 21.33392 -4.29154
C -17.08608 20.66421 -4.72736
Cl -16.96707 20.62625 -6.50288
H -18.50973 22.36854 -4.58769
H -19.22899 20.75383 -4.59986
H -17.13328 19.60407 -4.48849
H -16.15882 21.08209 -4.35332
Cl -24.16548 20.62176 -11.21302
C -24.97561 19.15586 -10.58734
C -23.98372 18.01043 -10.41257
Cl -22.64406 18.46213 -9.35580
H -25.74091 18.81043 -11.28149
H -25.46244 19.40792 -9.64946
H -23.64993 17.61871 -11.37108
H -24.47093 17.17660 -9.90546
*
```

=====

A structure of composition C13H24DyNO8S4 at a distorted geometry. Source: the OMol25 dataset; level of theory: ωB97M-V/def2-TZVPD.

Calculated values
LUMO energy (alpha / beta)	0.157 / 0.157	eV
relative energy (zero: lowest compared OMol25 entry of this formula, charge and spin)	31.51	kcal/mol
E	-99169.8590	eV
largest force on an atom	2.94	eV/Å
HOMO energy (alpha / beta)	-8.560 / -8.576	eV

The geometry in ORCA input format:
```
! RIJCOSX wB97M-V def2-TZVPD def2/J DEFGRID3
* xyz 0 6
Dy -0.22219 -0.32080 -0.27746
O 0.05006 -2.91964 0.23132
C -1.17142 -3.58534 0.52786
C -2.28669 -3.08086 -0.39738
N -2.34194 -1.61649 -0.36040
C -2.99300 -1.14315 0.87195
C -1.97804 -1.04602 2.04998
O -2.35819 -1.24794 3.18807
O -0.79088 -0.71885 1.69760
C -2.99470 -1.04644 -1.54353
C -2.62544 0.47827 -1.71202
O -3.16804 1.08911 -2.60990
O -1.79420 0.92978 -0.85798
H 0.22733 -3.08754 -0.71480
H -1.39469 -3.37498 1.57933
H -1.04878 -4.66997 0.40192
H -3.25017 -3.53126 -0.11271
H -2.03939 -3.38477 -1.42117
H -3.84424 -1.77575 1.16085
H -3.36266 -0.12594 0.71437
H -4.09206 -1.13596 -1.50605
H -2.63647 -1.55218 -2.44848
C 0.60916 1.33295 3.25300
C 2.04685 1.27354 2.78078
S 2.29306 0.22267 1.27510
C 3.28201 1.37033 0.22742
C 2.57917 1.95235 -0.99366
S 0.86849 2.57633 -0.77537
C 1.07549 3.80529 0.60172
C 0.02550 3.66773 1.70393
S -0.58108 1.95661 2.01593
H 0.54554 1.94647 4.15371
H 0.23200 0.33169 3.46458
H 2.65862 0.81726 3.55924
H 2.42760 2.26833 2.56524
H 4.12699 0.76969 -0.11873
H 3.66398 2.15290 0.88437
H 2.43273 1.17495 -1.74698
H 3.19429 2.74901 -1.41866
H 0.99442 4.79625 0.15333
H 2.08093 3.69922 0.99492
H -0.87611 4.20679 1.41637
H 0.39803 4.08011 2.64117
C 2.04034 -1.39579 -3.92149
S 1.02654 -1.19263 -2.44618
O 1.88703 -1.17636 -1.25399
O 0.08746 -2.30604 -2.38325
O 0.34008 0.09318 -2.50626
H 2.09331 -2.45642 -4.13273
H 3.02484 -0.98723 -3.73494
H 1.53853 -0.86246 -4.71994
*
```

=====

A structure of composition C13H24FeN2O2P2Se2Te2 at a distorted geometry. Source: the OMol25 dataset; level of theory: ωB97M-V/def2-TZVPD.

Calculated values
LUMO energy	-0.446	eV
relative energy (zero: lowest compared OMol25 entry of this formula, charge and spin)	9.33	kcal/mol
E	-219192.2139	eV
largest force on an atom	1.97	eV/Å
HOMO energy	-6.514	eV

The geometry in ORCA input format:
```
! RIJCOSX wB97M-V def2-TZVPD def2/J DEFGRID3
* xyz 0 1
Fe 0.23695 1.56542 0.18892
C 3.66095 2.82300 0.50593
P 2.06110 2.47730 1.30525
C 1.91079 3.95621 2.36211
C 2.49403 1.16354 2.52249
C 1.22852 0.55815 3.12951
P 0.15068 -0.07710 1.77859
C -1.38224 -0.52626 2.65573
C 0.85001 -1.73638 1.48444
H 4.42352 2.95628 1.27503
H 3.57245 3.74201 -0.07414
H 3.93493 2.00932 -0.16113
H 2.86319 4.15378 2.85675
H 1.12563 3.81124 3.09951
H 1.63793 4.80920 1.74013
H 3.15189 1.58202 3.28854
H 3.05464 0.40146 1.97401
H 0.65236 1.32365 3.65635
H 1.46443 -0.24506 3.83277
H -1.13459 -1.05719 3.57571
H -1.98767 -1.17292 2.01953
H -1.95041 0.37189 2.88707
H 0.85092 -2.30668 2.41446
H 1.86411 -1.65513 1.09766
H 0.24723 -2.25885 0.74039
Se -1.26755 2.80989 1.68065
Te -1.05002 3.57353 -0.65434
Te 0.78786 2.06819 -2.23917
Se 1.83639 0.17900 -1.03911
O 0.81065 -3.63717 -4.69428
C -0.56847 -3.78714 -4.45540
N -0.91440 -2.70362 -3.56685
C -2.11633 -2.67691 -2.95430
O -2.96237 -3.53564 -3.14763
C -2.36572 -1.53019 -2.02341
C -3.68065 -1.21614 -1.69997
C -3.92500 -0.16054 -0.84193
C -2.84485 0.54278 -0.32833
N -1.58201 0.23163 -0.61829
C -1.35069 -0.78235 -1.44946
H 1.10328 -4.32586 -5.29720
H -0.81171 -4.73470 -3.96647
H -1.14973 -3.71837 -5.38184
H -0.23512 -1.96484 -3.47609
H -4.47396 -1.80910 -2.13625
H -4.93317 0.12031 -0.57218
H -2.98510 1.37882 0.34696
H -0.30269 -0.99048 -1.64069
*
```